# 1
# C3H8N2O2

One molecule with the formula C3H8N2O2 in a non-equilibrium geometry (the ωB97M-V functional and the def2-TZVPD basis, the Open Molecules 2025 dataset).

Computed properties:
LUMO (alpha / beta): -0.06 / -0.06 eV
frontier orbital gap (alpha / beta): 7.4 / 7.4 eV

Geometry as XYZ:
```
15
Properties=species:S:1:pos:R:3:forces:R:3
C 0.499912 -1.475487 -0.124239 -0.54 0.78 -0.03
C 1.030080 -0.788926 1.065232 0.01 1.13 -0.39
C -0.630065 0.559239 -0.475964 0.34 -0.96 0.61
N 0.261872 1.152446 0.685196 -0.81 -1.75 -1.27
O -1.893575 1.164037 -0.569443 0.50 0.17 0.24
O 0.126974 0.911957 -1.623082 0.09 0.33 0.21
N -0.787681 -0.798305 -0.202211 -0.30 0.06 -0.30
H -2.515437 0.452276 -0.360753 0.15 -0.05 0.04
H -0.450078 0.767799 -2.383239 0.02 -0.05 0.14
H -0.376565 1.281057 1.462905 0.18 0.32 0.02
H 0.718723 2.010171 0.374537 0.09 0.00 0.39
H 1.135368 -1.347753 -1.007803 0.05 -0.07 0.06
H 0.329276 -2.539511 0.059601 0.06 0.08 0.08
H 2.014233 -0.343021 1.095685 0.13 -0.15 0.23
H 0.536962 -1.005980 2.003579 0.03 0.15 -0.03
```
Forces are in eV/Å.

=====

# 2
# C35H57InO3PSi2

C35H57InO3PSi2 as an isolated structure in a non-equilibrium geometry (the ωB97M-V functional and the def2-TZVPD basis, the Open Molecules 2025 dataset).

Computed properties:
net charge: +1
LUMO (alpha / beta): -4.57 / -4.55 eV
frontier orbital gap (alpha / beta): 5.8 / 5.8 eV

Geometry as XYZ:
```
99
Properties=species:S:1:pos:R:3:forces:R:3
O -0.892793 -2.457579 -2.748101 0.14 -0.80 0.83
O -2.236733 -0.695132 -3.853841 -1.19 -0.30 -1.45
C 0.288985 -3.268027 -2.686293 -0.30 -0.39 -0.29
C 1.096786 -3.117736 -1.410657 0.17 0.07 0.27
H 0.899719 -2.972992 -3.550839 -0.25 -0.06 0.23
H 0.015648 -4.332551 -2.847028 0.14 0.40 0.13
H 1.240021 -2.057004 -1.130583 -0.06 -0.49 -0.13
H 2.087397 -3.561755 -1.562920 -0.16 0.06 0.06
H 0.621663 -3.634556 -0.565373 0.29 0.16 -0.19
C -1.751042 -2.554419 -1.576963 0.90 0.15 -0.11
C -2.787621 -3.637543 -1.733835 -0.38 0.21 0.29
H -2.197901 -1.560632 -1.442038 0.04 -0.32 -0.06
H -1.105632 -2.734907 -0.694107 -0.58 0.14 -0.34
H -3.489023 -3.415580 -2.549833 0.32 -0.16 0.10
H -3.385473 -3.696053 -0.815549 0.11 -0.06 -0.10
H -2.301855 -4.600087 -1.880409 -0.13 -0.11 -0.15
C -3.362988 0.228942 -3.878918 0.36 -0.25 0.48
C -1.950954 -1.336759 -5.131877 0.35 0.23 0.33
C -4.123769 0.051047 -2.578647 -0.46 0.09 -0.09
H -3.986823 -0.025494 -4.746986 0.21 0.17 0.28
H -2.989548 1.259673 -3.978352 -0.05 -0.31 -0.11
H -4.409133 -0.998580 -2.434482 0.06 0.24 -0.06
H -5.038941 0.653422 -2.614833 0.11 -0.11 0.03
H -3.557042 0.380493 -1.703807 0.08 -0.06 -0.14
C -2.951192 -2.414160 -5.444420 -0.06 -0.37 -0.02
H -0.951153 -1.770798 -5.015827 -0.31 0.21 -0.04
H -1.910909 -0.562203 -5.911558 -0.07 -0.17 0.17
H -2.899203 -3.218868 -4.690586 -0.09 0.42 -0.32
H -2.677871 -2.844103 -6.416339 -0.23 0.04 0.14
H -3.973048 -2.013619 -5.505342 0.25 -0.26 -0.02
H -1.211283 -0.536931 -3.052250 0.97 1.87 0.29
In 0.774491 1.804939 -0.733542 0.01 -1.88 1.09
C -0.387412 0.295454 -2.341874 0.53 0.22 0.02
Si 0.714743 1.071865 -3.714902 -0.61 -0.95 -0.42
H -1.211079 0.880265 -1.896573 0.11 -0.24 -0.01
H 0.013841 -0.498695 -1.680138 -0.19 0.74 -0.16
C 1.602292 -0.322483 -4.575025 0.17 -0.33 -0.26
C 2.147746 2.256379 -3.421232 0.22 0.37 0.66
C -0.408495 2.021849 -4.862948 -0.26 0.44 -0.42
C 2.338086 0.446084 0.048215 0.39 0.26 -0.53
Si 3.845024 1.365807 0.710271 0.09 -0.25 0.23
H 2.591232 -0.256399 -0.762672 0.09 0.25 0.17
H 1.827899 -0.143696 0.835864 -0.07 0.44 -0.29
C 4.660028 2.407438 -0.624219 0.01 0.07 -0.18
C 5.134169 0.137927 1.306196 0.08 -0.04 0.03
C 3.335731 2.487892 2.133252 0.21 0.14 0.15
H 0.215524 2.499573 -5.649730 -0.39 -0.24 0.41
H -0.929427 2.837238 -4.322544 0.19 -0.31 -0.27
H -1.177196 1.413379 -5.372907 0.40 0.25 0.29
H 2.603337 -0.455223 -4.143780 -0.16 -0.01 -0.08
H 1.738664 -0.058944 -5.633364 0.05 -0.05 0.18
H 1.100293 -1.293840 -4.542433 0.02 0.29 -0.01
H 2.998326 1.824137 -2.872022 -0.27 0.10 -0.13
H 1.882635 3.215570 -2.944911 0.12 -0.02 -0.09
H 2.520193 2.518361 -4.427249 -0.19 -0.08 0.30
H 5.296720 -0.661228 0.570195 -0.02 0.17 0.13
H 4.835346 -0.331227 2.251976 0.06 0.06 -0.15
H 6.095684 0.645820 1.467558 -0.19 -0.14 0.02
H 3.206248 1.925148 3.071716 0.04 0.21 -0.42
H 2.393232 3.023555 1.945848 0.15 -0.06 0.04
H 4.119464 3.246858 2.298285 -0.24 -0.21 -0.06
H 5.519945 2.937419 -0.182720 -0.27 -0.14 -0.16
H 3.988488 3.165794 -1.055108 0.18 -0.12 0.09
H 5.043922 1.784773 -1.447652 -0.10 0.18 0.20
O -1.404812 0.383811 0.685613 1.34 1.46 0.48
C -0.788246 1.379585 0.987319 -1.85 -0.96 -1.69
C -1.030729 2.337865 2.064104 0.31 0.41 1.65
C -1.788482 3.459548 1.710434 0.32 0.06 0.17
C -1.889126 4.529481 2.595763 0.03 -0.23 0.12
C -1.252714 4.458706 3.842840 -0.13 -0.18 -0.37
C -0.559703 3.308318 4.220250 -0.34 0.32 -0.04
C -0.444937 2.211282 3.363680 -0.71 0.07 -1.48
P 0.672083 0.856115 3.820854 0.81 -0.60 0.64
C 0.259103 0.635291 5.591517 -0.05 -0.05 0.45
C 1.305089 0.241268 6.450182 -0.49 0.19 -0.08
C 1.046892 0.008177 7.803012 -0.44 0.07 -0.09
C -0.255269 0.155424 8.310546 0.35 -0.01 -0.49
C -1.296430 0.524738 7.452745 0.13 0.09 -0.19
C -1.046254 0.772934 6.096596 0.29 -0.18 0.38
C 0.101169 -0.786965 3.200985 -0.46 0.17 0.07
C -1.250192 -1.143538 3.139172 0.28 -0.56 -0.13
C -1.602238 -2.419936 2.690807 0.07 0.18 0.01
C -0.615146 -3.331744 2.305419 -0.03 0.23 0.08
C 0.733347 -2.982636 2.412894 0.00 -0.55 -0.11
C 1.093047 -1.733473 2.885318 0.03 0.84 0.04
H -2.264881 3.484957 0.728026 0.17 0.14 0.24
H -2.455811 5.412545 2.304148 0.12 -0.21 0.15
H -1.316331 5.302699 4.525335 0.04 -0.18 -0.10
H -0.117449 3.263300 5.209691 0.02 -0.01 -0.10
H 2.315329 0.129001 6.042509 -0.35 0.06 0.22
H 1.860094 -0.284524 8.460543 -0.13 0.04 -0.05
H -0.449787 -0.020867 9.367136 0.03 0.04 -0.25
H -2.311765 0.632348 7.839443 0.31 -0.04 -0.09
H -1.870666 1.080049 5.442840 0.35 -0.13 0.26
H -2.023861 -0.439608 3.445860 0.18 -0.14 -0.15
H -2.655007 -2.693757 2.640199 0.23 0.00 0.00
H -0.899698 -4.319756 1.941299 0.08 0.25 0.10
H 1.512901 -3.699193 2.131098 -0.33 0.24 0.16
H 2.152471 -1.458754 3.012542 -0.54 -0.15 -0.18
```
Forces are in eV/Å.

=====

# 3
# C20H34ClILuP3

C20H34ClILuP3 as an isolated structure in a non-equilibrium geometry (the ωB97M-V functional and the def2-TZVPD basis, the Open Molecules 2025 dataset).

Computed properties:
net charge: +2
LUMO (alpha / beta): -7.42 / -7.82 eV
frontier orbital gap (alpha / beta): 6.1 / 5.8 eV

Geometry as XYZ:
```
60
Properties=species:S:1:pos:R:3:forces:R:3
C 1.787559 -0.289069 -0.461258 1.30 0.30 0.34
I -0.602720 -0.107685 -1.226635 -0.24 0.06 -0.59
H 2.826599 -0.483755 -0.847579 -0.05 0.12 -0.23
H 1.651499 -1.090074 0.253486 -0.31 -0.33 -0.22
H 1.842161 0.637424 0.107319 -0.13 0.21 -0.26
Lu 1.952889 -0.046898 -3.084295 -1.27 -0.52 1.55
P 1.213893 -2.776490 -2.123076 0.19 -1.33 -0.05
C 0.419558 -3.471173 -0.589168 -0.01 0.42 0.22
C 0.159690 -3.560802 -3.381214 0.00 0.13 -0.54
H 0.269567 -4.653505 -3.413782 -0.01 0.31 0.15
H 2.583767 -4.831668 -2.337559 -0.05 0.39 0.16
H 0.441699 -3.155415 -4.364200 -0.24 -0.23 0.14
H 3.416560 -3.368777 -2.921906 -0.07 -0.26 0.33
H -0.625061 -3.151843 -0.477065 0.31 0.05 -0.04
H -0.889186 -3.308053 -3.174321 0.25 -0.03 -0.14
C 2.757169 -3.763536 -2.129792 0.42 0.04 -0.24
H 0.421181 -4.570960 -0.601337 0.16 0.28 -0.42
H 3.266059 -3.665945 -1.153075 -0.16 -0.01 -0.47
H 0.981724 -3.188959 0.307911 -0.14 0.08 -0.11
P 1.243267 2.603531 -2.135081 0.25 0.88 -0.47
C 0.461771 3.494163 -0.709135 0.17 -0.33 0.29
C 2.808108 3.528508 -2.354148 0.12 0.26 -0.05
H 0.402568 2.675502 -4.433697 -0.18 0.32 0.26
H 0.351913 4.288282 -3.648045 -0.13 -0.37 0.02
H -0.876026 3.046240 -3.220750 0.34 0.01 -0.20
C 0.177671 3.211367 -3.494441 0.03 -0.07 -0.26
H 3.442608 3.042581 -3.118910 -0.20 0.28 0.34
H 2.588889 4.557949 -2.682881 0.21 -0.33 0.17
H 0.515094 4.579698 -0.880042 0.11 -0.32 -0.26
H 1.019863 3.303875 0.220008 -0.27 -0.08 -0.21
H 3.349261 3.562384 -1.390792 -0.13 -0.04 -0.48
H -0.600964 3.235934 -0.575568 0.46 -0.13 -0.04
Cl 3.028964 -0.192205 -5.230748 -0.34 0.08 0.68
C 1.105503 0.193829 2.721742 0.41 0.04 -0.09
P -0.358473 0.103464 1.638042 -0.73 0.03 1.31
C -1.302006 -1.328145 2.227674 -0.11 -0.59 -0.80
C -2.559856 -1.605029 1.637350 0.14 0.13 0.17
C -3.243498 -2.779842 1.955208 0.23 0.25 0.10
C -2.673902 -3.691082 2.858684 -0.06 0.20 -0.20
C -1.404764 -3.452566 3.392658 0.01 -0.15 0.36
C -0.702047 -2.292591 3.057508 -0.12 0.20 -0.06
C -1.318188 1.606967 1.945824 -0.08 0.55 -0.94
C -0.827711 2.587001 2.821416 -0.50 0.04 -0.01
C -1.588242 3.739759 3.066646 0.07 -0.18 0.13
C -2.796995 3.939545 2.397404 -0.11 0.12 0.10
C -3.230149 3.026357 1.432591 0.11 -0.39 -0.22
C -2.478857 1.878933 1.169634 0.22 -0.04 0.68
H 1.743906 -0.685745 2.521549 -0.35 0.36 0.32
H 0.802867 0.244512 3.791187 0.29 -0.03 -0.69
H 1.699321 1.076015 2.421761 -0.29 -0.31 0.35
H -3.002187 -0.878496 0.940365 0.12 -0.46 0.41
H -4.225085 -2.963631 1.510091 0.37 0.00 0.22
H -3.233907 -4.587266 3.138004 0.27 0.29 -0.09
H -0.977020 -4.166202 4.118567 -0.21 0.46 -0.58
H 0.304055 -2.116892 3.448989 -0.46 -0.20 0.02
H 0.125003 2.435950 3.322660 -0.30 0.13 0.10
H -1.257422 4.454848 3.829262 -0.09 -0.27 -0.45
H -3.420988 4.812835 2.630040 0.39 -0.40 -0.12
H -4.167115 3.175668 0.885264 0.42 0.08 0.25
H -2.799840 1.181180 0.391653 -0.01 0.27 0.37
```
Forces are in eV/Å.